(1)
45
Properties=species:S:1:pos:R:3 method="wB97M-V/def2-TZVPD" charge=0 e_above_lowest_kcal_mol=35.3 gap_ev=8.0 energy_ev=-26018.9254
C 2.46 -0.96 1.19
C 1.47 -0.75 0.07
C 1.53 0.25 -0.82
C 2.46 1.36 -0.86
C 2.92 1.84 -2.09
C 3.80 2.90 -2.17
C 4.23 3.53 -1.01
C 3.76 3.10 0.22
C 2.89 2.03 0.29
H 2.50 1.72 1.25
H 4.07 3.60 1.12
H 4.91 4.36 -1.07
H 4.15 3.24 -3.13
H 2.59 1.34 -3.00
H 0.81 0.22 -1.63
C 0.41 -1.73 0.01
N -0.46 -1.68 -0.92
N -1.52 -2.49 -1.05
C -2.49 -1.96 -1.98
H -3.14 -2.78 -2.30
C -3.31 -0.83 -1.29
N -3.18 -0.94 0.14
C -2.26 -0.19 0.85
N -1.81 -0.74 1.98
C -0.96 -0.06 2.73
C -0.48 1.19 2.40
C -0.95 1.77 1.23
C -1.86 1.09 0.45
H -2.24 1.56 -0.44
H -0.61 2.75 0.93
H 0.23 1.70 3.03
H -0.65 -0.57 3.63
C -3.35 -2.32 0.57
C -2.15 -3.17 0.07
H -1.43 -3.30 0.86
H -2.49 -4.16 -0.27
H -4.29 -2.68 0.14
H -3.41 -2.35 1.65
H -2.96 0.14 -1.62
H -4.38 -0.92 -1.55
H -1.96 -1.57 -2.85
H 0.37 -2.44 0.83
H 3.38 -0.43 0.99
H 2.04 -0.61 2.13
H 2.68 -2.02 1.30

---

(2)
18
Properties=species:S:1:pos:R:3 method="wB97M-V/def2-TZVPD" charge=-1 e_above_lowest_kcal_mol=34.2 gap_ev=5.8 energy_ev=-19720.0601
C 1.01 0.42 1.21
C 1.99 -0.53 0.64
S 3.76 0.07 0.26
C -0.48 -0.05 1.07
N -0.83 -0.24 -0.25
C -0.15 0.55 -1.32
C -2.25 -0.34 -0.61
O -1.31 -0.21 2.02
H 1.26 1.44 0.96
H 1.13 0.35 2.33
H 1.87 -1.52 1.15
H 1.76 -0.90 -0.43
H -0.26 1.64 -1.35
H 0.91 0.24 -1.38
H -0.52 0.18 -2.22
H -2.30 -0.92 -1.51
H -2.75 0.68 -0.76
H -2.83 -0.85 0.19

---

(3)
15
Properties=species:S:1:pos:R:3 method="wB97M-V/def2-TZVPD" charge=0 e_above_lowest_kcal_mol=35.9 gap_ev=10.9 energy_ev=-10419.4479
C -0.62 0.55 -1.47
C -0.78 -0.46 -0.34
O -0.41 -1.71 -0.86
C 0.05 -0.14 0.96
O 0.75 -1.28 1.39
C 1.02 1.02 0.86
O 2.18 0.90 1.16
H -1.30 0.28 -2.28
H -0.86 1.58 -1.16
H 0.40 0.52 -1.87
H -1.83 -0.48 -0.04
H -0.01 -2.21 -0.13
H -0.67 0.16 1.74
H 1.68 -1.00 1.48
H 0.60 2.00 0.56

---

(4)
18
Properties=species:S:1:pos:R:3 method="wB97M-V/def2-TZVPD" charge=0 e_above_lowest_kcal_mol=108.8 gap_ev=8.6 energy_ev=-9907.5231
C 0.60 0.34 0.17
C -2.25 0.91 -0.34
C -0.41 -1.86 0.02
C 2.04 -0.18 0.23
N -0.26 -0.54 -0.58
O 0.57 1.62 -0.43
O -2.08 1.47 0.82
H 0.79 1.50 -1.36
H -1.65 2.35 0.80
H 0.24 0.51 1.20
H -2.02 1.58 -1.19
H -1.36 -0.14 -0.57
H -1.24 -2.37 -0.47
H -0.62 -1.83 1.10
H 0.49 -2.45 -0.14
H 2.38 -0.45 -0.77
H 2.68 0.59 0.64
H 2.11 -1.06 0.87

---

| no. | HOMO (eV) |
| --- | --- |
| 1 | -7.26 |
| 2 | -2.51 |
| 3 | -10.21 |
| 4 | -8.17 |